Record 1
{"formula": "C6H9NO", "method": "the ωB97M-V functional and the def2-TZVPD basis", "species": ["H", "H", "H", "H", "C", "C", "H", "O", "C", "H", "H", "C", "H", "C", "N", "C", "H"], "coordinates": [[1.685, 0.284, 1.442], [1.210, 1.576, 0.059], [2.279, -0.803, -0.827], [-1.126, 2.481, 0.941], [0.533, -1.615, 0.247], [-0.574, -1.228, 0.891], [-1.207, 1.301, -1.753], [-0.408, 0.879, -1.972], [1.108, 0.659, 0.474], [-0.516, -1.248, -1.505], [-2.078, 0.953, 0.932], [-0.438, 0.332, 0.331], [-1.448, -1.707, 1.514], [1.296, -0.486, -0.422], [-1.306, 1.391, 0.424], [-0.103, -0.185, -1.084], [1.094, -2.586, 0.307]], "atomic_forces_ev_per_a": [[-1.408, 2.118, -1.233], [1.117, 2.951, -0.960], [-0.855, 0.368, -0.222], [0.097, -4.881, -1.858], [2.445, -3.229, 3.091], [-0.506, 1.949, 0.635], [-1.611, 0.631, 1.103], [3.401, -1.365, -1.564], [-0.240, -3.945, 4.065], [0.200, 3.001, 0.636], [-0.450, 1.168, -0.152], [2.675, -2.661, 1.392], [2.205, 0.859, -1.484], [-1.056, -1.417, -1.976], [-3.091, 3.935, 2.658], [-1.739, -0.117, -3.960], [-1.183, 0.635, -0.173]], "lowdin_charge": [0.163, 0.076, 0.148, 0.218, -0.162, 0.035, 0.045, -0.018, -0.072, 0.176, 0.076, -0.462, 0.136, -0.226, 0.041, -0.299, 0.126], "charge": 0, "smiles": "N[C@]12C=C[C@H](C1)[C@@H]2O", "homo_energy_ev": -8.7, "molar_mass_g_mol": 111.14, "orbital_gap_ha": 0.3510, "de_lowest_ev": 5.889, "total_energy_ha": -363.8078}

Record 2
{"formula": "C6H9NO", "method": "the ωB97M-V functional and the def2-TZVPD basis", "species": ["H", "H", "H", "C", "C", "C", "H", "H", "N", "H", "C", "H", "O", "H", "H", "C", "C"], "coordinates": [[0.160, 2.679, 0.913], [-0.718, 0.997, -1.633], [2.076, -0.380, -0.889], [-1.120, -0.975, 0.124], [1.018, -0.786, -0.914], [-0.155, 2.427, -0.093], [-3.062, -2.180, 0.213], [-0.662, 3.323, -0.429], [0.689, -0.161, 1.374], [0.661, -0.723, -1.919], [-0.283, 1.168, -0.598], [-0.071, -0.277, 2.027], [1.086, -2.113, -0.545], [1.459, -2.120, 0.380], [1.029, 0.716, 1.655], [-2.194, -1.508, 0.264], [0.086, -0.087, 0.071]], "atomic_forces_ev_per_a": [[0.505, -0.780, 0.243], [0.453, 0.424, 1.456], [-1.199, 0.299, 0.018], [-0.901, 0.690, 0.177], [1.995, 0.011, 0.573], [-1.115, -1.352, 0.150], [0.871, 0.878, 0.257], [0.252, -0.196, -1.196], [-0.654, -0.330, 0.695], [-0.351, -0.038, -0.664], [-0.858, 3.409, -0.223], [-0.131, -0.458, 0.344], [1.020, -1.562, 1.230], [-0.635, -0.036, -1.307], [1.147, 1.542, 0.111], [-0.110, -0.825, -0.548], [-0.287, -1.674, -1.314]], "lowdin_charge": [0.044, 0.139, 0.149, -0.074, -0.259, 0.035, 0.048, 0.048, 0.115, 0.114, -0.114, 0.090, -0.073, 0.116, 0.056, 0.136, -0.570], "charge": 0, "smiles": "C#C[C@](N)(C=C)CO", "homo_energy_ev": -9.6, "molar_mass_g_mol": 111.14, "orbital_gap_ha": 0.3857, "de_lowest_ev": 3.737, "total_energy_ha": -363.8869}

Record 3
{"formula": "C6H9NO", "method": "the ωB97M-V functional and the def2-TZVPD basis", "species": ["H", "H", "C", "C", "C", "C", "C", "C", "H", "H", "H", "H", "N", "H", "H", "O", "H"], "coordinates": [[-1.092, -1.458, -1.886], [-0.424, 0.307, 3.032], [0.342, -0.287, -1.472], [-0.940, 0.226, 0.652], [0.986, 0.539, -0.334], [-0.517, -1.438, -0.999], [-0.159, 0.716, 1.975], [0.549, -0.046, 1.036], [-0.270, 0.563, -2.135], [-0.148, 1.739, 2.027], [-0.011, -2.400, -0.719], [1.066, -1.084, 1.227], [-1.357, -1.125, 0.195], [-1.108, 1.118, 0.036], [0.865, -0.676, -2.341], [1.431, 1.614, -0.716], [-2.396, -1.407, -0.029]], "atomic_forces_ev_per_a": [[-1.284, -1.484, -0.699], [0.613, 0.285, -2.145], [-0.974, 1.429, -1.057], [0.130, -2.037, 1.564], [0.804, 0.746, -1.732], [-0.283, -0.139, 1.032], [-3.193, -2.517, 3.116], [3.464, -0.303, -3.629], [0.972, -2.094, 2.120], [0.324, 2.418, -0.245], [0.027, 0.906, -0.966], [-2.003, 1.903, -0.382], [-2.514, 0.562, -0.248], [0.016, -0.629, 0.048], [1.326, 0.016, 0.466], [0.056, -0.625, 1.889], [2.518, 1.564, 0.868]], "lowdin_charge": [0.089, 0.145, -0.143, -0.196, -0.377, -0.244, -0.040, -0.196, 0.182, 0.073, 0.127, 0.196, -0.057, 0.142, 0.108, 0.043, 0.149], "charge": 0, "smiles": "O=C1CCN[C@H]2C[C@H]12", "homo_energy_ev": -9.0, "molar_mass_g_mol": 111.14, "orbital_gap_ha": 0.3623, "de_lowest_ev": 4.856, "total_energy_ha": -363.8458}

Record 4
{"formula": "C6H9NO", "method": "the ωB97M-V functional and the def2-TZVPD basis", "species": ["H", "C", "O", "H", "C", "C", "C", "H", "N", "C", "H", "H", "H", "H", "H", "H", "C"], "coordinates": [[0.693, 1.817, -1.242], [0.964, -1.192, 0.115], [1.973, -1.003, -0.835], [-1.552, -0.263, 2.838], [-1.070, 0.400, 0.644], [-2.152, 1.496, 0.356], [0.014, 0.004, -0.088], [-0.920, -1.543, 1.674], [1.859, 0.270, -1.476], [0.800, 0.845, -0.977], [-2.732, -1.103, 1.593], [0.434, -2.187, -0.038], [-2.034, 2.143, -0.733], [-3.143, 1.001, 0.187], [1.463, -1.358, 1.095], [-2.361, 2.261, 1.222], [-1.663, -0.658, 1.686]], "atomic_forces_ev_per_a": [[-0.894, 2.752, -0.804], [-1.443, -1.209, 0.467], [0.642, 0.369, -1.420], [-0.429, -0.671, -2.857], [-2.454, -1.789, -0.056], [0.083, 2.072, -1.896], [0.024, 1.272, 2.164], [-1.394, 1.152, 0.095], [-1.383, -0.228, 1.912], [1.798, -3.312, -0.727], [1.799, 1.245, -0.321], [0.480, 1.112, -0.320], [0.150, -1.734, 3.257], [0.933, 0.100, 0.288], [-0.454, 0.797, -0.199], [0.815, -1.474, -1.590], [1.725, -0.454, 2.008]], "lowdin_charge": [0.084, -0.178, -0.143, 0.119, -0.251, -0.097, -0.166, 0.059, 0.105, -0.094, 0.092, 0.137, 0.132, 0.058, 0.132, 0.094, -0.083], "charge": 0, "smiles": "CC(C)=C1C=NOC1", "homo_energy_ev": -8.5, "molar_mass_g_mol": 111.14, "orbital_gap_ha": 0.3281, "de_lowest_ev": 4.114, "total_energy_ha": -363.8731}

Record 5
{"formula": "C6H9NO", "method": "the ωB97M-V functional and the def2-TZVPD basis", "species": ["N", "C", "H", "H", "H", "H", "C", "H", "C", "C", "H", "C", "H", "H", "H", "C", "O"], "coordinates": [[1.891, -1.348, 1.136], [0.599, 1.052, -0.411], [-1.571, -0.607, -1.600], [-0.671, -1.781, -1.022], [2.689, 0.419, -1.187], [-1.986, -1.194, -0.016], [-1.400, 1.018, 1.043], [1.279, -1.537, 1.918], [-0.540, 0.256, 0.001], [1.485, -0.628, 0.234], [-2.288, 0.525, 1.093], [1.659, 0.051, -1.050], [1.276, -0.333, -1.972], [-0.871, 0.913, 1.946], [-1.350, 1.951, 0.606], [-1.148, -0.928, -0.701], [0.948, 2.171, -0.018]], "atomic_forces_ev_per_a": [[0.347, 0.110, -0.683], [0.921, 0.341, -0.235], [-1.253, 0.844, -1.545], [1.965, -1.885, 0.066], [-0.541, 0.172, 0.045], [0.481, -0.370, -0.798], [3.004, -2.297, -2.056], [-0.060, 0.247, 0.242], [2.347, 0.088, 0.925], [-1.899, -0.535, -0.487], [-2.850, -0.725, 0.271], [0.658, 1.096, 1.287], [-0.226, -0.936, -0.171], [0.522, 0.489, 1.442], [-0.660, 2.492, 0.044], [-2.028, 1.693, 2.030], [-0.728, -0.826, -0.378]], "lowdin_charge": [0.186, -0.461, 0.066, 0.052, 0.131, 0.097, 0.002, 0.082, -0.233, -0.141, 0.040, -0.035, 0.110, 0.080, 0.061, -0.052, 0.017], "charge": 0, "homo_energy_ev": -7.9, "molar_mass_g_mol": 111.14, "orbital_gap_ha": 0.3166, "de_lowest_ev": 4.206, "total_energy_ha": -363.8697}

Record 6
{"formula": "C6H9NO", "method": "the ωB97M-V functional and the def2-TZVPD basis", "species": ["H", "H", "H", "N", "H", "O", "H", "H", "C", "C", "C", "C", "C", "H", "C", "H", "H"], "coordinates": [[-1.920, 0.494, 0.710], [-2.350, -1.546, -0.617], [-0.592, -1.370, 2.241], [2.155, -0.426, 1.490], [0.554, 1.864, 1.472], [0.570, 1.997, 0.517], [2.866, -0.137, 0.820], [-0.704, -1.560, -1.232], [-1.099, -0.146, 0.363], [0.806, 0.799, -1.447], [0.498, 0.758, -0.112], [0.982, -0.428, 0.974], [-1.502, -0.905, -0.884], [-1.808, -0.232, -1.687], [-0.283, -0.814, 1.367], [0.763, -0.087, -2.059], [1.064, 1.739, -1.917]], "atomic_forces_ev_per_a": [[0.143, -0.048, 0.033], [0.018, -0.010, -0.148], [0.036, -0.071, -0.012], [0.201, -0.839, 0.251], [0.005, 0.007, -0.080], [0.058, -0.025, -0.009], [-0.156, 0.290, 0.025], [0.018, 0.037, -0.012], [0.420, 0.887, -0.771], [0.286, 0.054, -0.962], [-0.904, -1.364, 1.920], [0.361, 1.669, -0.954], [-0.235, -0.269, 0.261], [0.044, -0.019, 0.081], [-0.269, -0.274, 0.335], [0.033, -0.008, 0.020], [-0.060, -0.017, 0.022]], "lowdin_charge": [0.129, 0.081, 0.109, 0.148, 0.106, 0.006, 0.060, 0.079, -0.193, 0.100, -0.401, -0.337, -0.095, 0.082, -0.014, 0.064, 0.076], "charge": 0, "homo_energy_ev": [-7.7, -8.4], "molar_mass_g_mol": 111.14, "orbital_gap_ha": [0.2426, 0.2894], "de_lowest_ev": 5.285, "total_energy_ha": -363.8300}

Record 7
{"formula": "C6H9NO", "method": "the ωB97M-V functional and the def2-TZVPD basis", "species": ["C", "H", "H", "H", "N", "H", "H", "H", "H", "O", "C", "C", "C", "C", "H", "H", "C"], "coordinates": [[-2.142, -0.562, -0.326], [1.848, 2.141, 0.234], [-2.326, -1.637, -0.165], [1.441, -0.305, 1.579], [2.917, -0.426, -0.323], [0.442, -2.107, 0.569], [-3.065, 1.098, -0.063], [-2.485, -0.343, -1.329], [3.566, 0.435, -0.195], [-3.142, 0.124, 0.367], [-0.070, 1.069, -0.265], [0.454, -1.005, 0.113], [-0.644, -0.256, -0.185], [1.196, 1.227, 0.125], [3.442, -1.334, -0.138], [-0.726, 2.050, -0.244], [1.635, -0.140, 0.384]], "atomic_forces_ev_per_a": [[0.461, -1.500, -1.327], [-1.099, -1.179, -0.262], [0.269, 0.339, 0.098], [1.427, 0.505, -1.773], [1.284, 0.718, 1.241], [0.014, 2.370, -1.553], [-0.660, -3.220, 1.929], [0.940, -0.554, -1.066], [-1.331, -2.386, -0.195], [0.578, 4.536, -0.016], [-2.876, 5.075, 0.771], [-1.433, -3.271, 1.064], [0.780, -0.019, 0.507], [0.476, 0.186, -0.305], [-1.191, 1.834, 0.094], [0.957, -2.030, -0.714], [1.404, -1.403, 1.508]], "lowdin_charge": [-0.255, 0.131, 0.124, 0.200, 0.024, 0.156, 0.158, 0.110, 0.102, -0.101, -0.099, -0.045, -0.188, -0.091, 0.093, 0.139, -0.459], "charge": 0, "smiles": "N[C@H]1C=CC(CO)=C1", "homo_energy_ev": -8.7, "molar_mass_g_mol": 111.14, "orbital_gap_ha": 0.3438, "de_lowest_ev": 3.624, "total_energy_ha": -363.8911}

Record 8
{"formula": "C6H9NO2", "method": "the ωB97M-V functional and the def2-TZVPD basis", "species": ["H", "C", "C", "O", "C", "H", "C", "H", "O", "H", "H", "H", "H", "H", "C", "N", "H", "C"], "coordinates": [[-0.089, -1.370, 2.132], [-0.834, -1.512, 1.196], [1.625, 0.776, 0.908], [2.231, 0.003, 1.582], [0.557, 0.504, -0.004], [-1.244, 0.423, -2.764], [-0.190, 1.255, -0.762], [2.677, 2.234, 1.698], [1.915, 2.171, 0.940], [-0.320, 2.587, -0.983], [0.692, -1.614, -0.212], [-2.194, 0.639, -0.930], [-0.106, -1.231, -2.234], [-1.105, -2.458, 0.932], [-1.127, 0.422, -1.485], [-0.919, -0.950, -1.259], [-1.616, -0.837, 1.334], [0.046, -1.043, -0.090]], "atomic_forces_ev_per_a": [[-1.870, -0.926, -1.975], [5.593, 3.312, 0.588], [0.759, 3.429, 0.362], [0.239, -0.641, 0.291], [-0.214, -3.513, 0.785], [0.033, 1.268, 3.846], [-0.333, 5.450, -1.976], [-2.623, -0.159, -2.695], [2.404, -1.640, 2.762], [0.918, -4.578, 1.104], [10.510, -9.256, -2.183], [1.904, 0.017, -1.773], [-3.154, 0.687, 3.705], [-0.933, -2.699, 0.030], [-5.209, 0.596, -3.047], [5.689, -3.335, -2.917], [-1.536, 0.883, 0.149], [-12.175, 11.108, 2.946]], "lowdin_charge": [0.127, 0.004, -0.485, 0.125, -0.123, 0.182, -0.057, 0.188, 0.005, 0.228, -0.001, 0.158, 0.223, 0.028, -0.355, -0.067, 0.040, -0.220], "charge": 0, "homo_energy_ev": -9.3, "molar_mass_g_mol": 127.14, "orbital_gap_ha": 0.3583, "de_lowest_ev": 5.669, "total_energy_ha": -439.0680}